311
Properties=species:S:1:pos:R:3:forces:R:3:mulliken_charge:R:1 method="wB97M-V/def2-TZVPD" orbital_gap_ev=8.62 total_charge=0 total_energy_ha=-5565.0458 e_lumo_ha=0.017 homo_ev=-8.158 spin_multiplicity=1 relative_energy_kj_mol=331.54
C -1.641436 -2.889922 -4.391761 -0.0972 0.6986 0.6257 -1.130
C -2.838018 -1.987072 -3.983321 0.5065 -1.0219 -0.6108 1.458
C -2.366459 -0.555136 -4.100657 -0.9829 1.0569 0.7050 0.078
O -3.486944 0.335652 -3.799915 0.6754 -2.5197 -0.6640 -0.437
C -3.052394 1.589051 -3.454852 -0.7692 1.3198 -0.9188 -0.227
N -4.029917 -2.367331 -4.799826 1.1793 0.2350 0.0584 -0.736
H -0.754961 -2.744538 -3.764386 -0.2727 0.3667 -0.1361 -0.065
H -1.361405 -2.696531 -5.416334 0.1455 0.2377 -0.4255 0.519
H -1.833678 -3.935652 -4.329645 -0.6324 -0.8598 0.1140 0.443
H -3.110275 -2.189245 -2.952053 0.0520 0.0798 0.3007 -0.823
H -1.984444 -0.314309 -5.088966 -0.0713 -0.0552 -0.4982 0.563
H -1.530985 -0.325874 -3.410474 -0.3388 -0.2606 -0.0087 -0.467
H -2.581916 1.592690 -2.513699 0.8556 0.1105 1.1840 -0.041
H -3.965933 2.186052 -3.372055 0.3273 0.3257 -0.1127 0.309
H -2.364740 2.001424 -4.210919 -0.1905 0.1566 0.1075 0.362
H -4.603410 -1.552302 -4.919701 -0.4773 0.4652 0.2245 0.304
H -3.679874 -2.543851 -5.735304 -0.0681 -0.2112 -0.1642 0.344
C 4.003907 0.354251 1.426268 -0.3870 -1.3108 -0.3816 1.740
C 5.509962 0.604356 1.559446 0.5000 2.6930 0.6957 0.225
C 6.064779 0.565668 3.041131 -0.0051 0.5841 -0.9366 -1.167
O 5.045707 0.584359 3.991257 -0.4024 -1.2906 0.2905 -0.321
C 4.598129 1.850089 4.361500 0.1709 0.2674 -1.7282 -0.651
N 6.353868 -0.233209 0.762236 0.3493 0.4102 -0.2335 -0.535
H 3.817506 0.265469 0.344626 -0.1111 0.0664 0.1953 -1.022
H 3.220599 1.041015 1.812147 0.9893 -0.0774 0.1338 0.122
H 3.791057 -0.657843 1.834966 -0.1770 0.5225 -0.0987 -0.879
H 5.711975 1.620589 1.100486 -0.3542 -0.6698 0.7820 0.525
H 6.791202 1.363540 3.292920 -0.2827 0.0207 -0.5765 0.309
H 6.657559 -0.341725 3.107669 -0.3076 -0.4484 0.3717 0.529
H 5.427203 2.389592 4.730412 0.9296 0.9005 0.9687 0.480
H 3.819255 1.740974 5.067913 -0.7154 -0.0702 0.8084 0.233
H 4.241481 2.451187 3.504505 -0.1937 -0.3048 0.0607 0.103
H 6.341998 -1.196200 1.010244 -0.1689 -0.8886 0.1810 0.245
H 6.119702 -0.093836 -0.201179 0.0633 -0.3406 -0.5756 -0.028
C 5.383754 -5.357514 2.500159 1.2434 0.1444 1.0870 -1.852
C 4.592126 -4.046191 2.315955 0.4508 -1.2252 0.5437 2.158
C 3.224381 -4.475098 2.740282 -2.3381 0.2699 0.9386 -1.038
O 2.284349 -3.383479 2.816224 0.6625 0.2989 -0.9517 -0.166
C 0.948205 -3.792342 2.886761 -0.3913 -1.4711 0.2343 -0.290
N 5.222443 -2.959193 3.062642 -0.1799 -0.2632 -0.9665 -0.470
H 6.332192 -5.302943 1.994900 0.3960 -0.0252 -0.4059 0.451
H 4.902469 -6.287170 2.246257 -0.5712 -0.0701 -0.7037 0.371
H 5.667180 -5.567736 3.562709 -0.3499 0.7444 -0.4865 0.395
H 4.582516 -3.739078 1.275975 -0.0560 -0.1894 -0.2951 -1.064
H 3.194962 -4.935805 3.751821 0.5760 0.1147 -0.2296 0.367
H 2.832981 -5.277906 2.083397 0.1284 0.4992 -0.1318 0.316
H 0.689195 -4.102279 3.901336 0.0272 0.0494 0.4300 0.453
H 0.749574 -4.723187 2.304264 0.1554 0.8378 -0.1291 0.135
H 0.224193 -3.017672 2.625787 0.5009 0.1401 -0.3344 -0.437
H 5.035082 -3.119115 4.030473 -0.0123 0.2343 0.8101 0.299
H 4.769623 -2.094826 2.784115 -0.0279 0.0292 0.4146 -0.032
C -2.788706 -3.314537 2.993877 1.2193 0.7459 0.1770 1.665
C -2.488836 -4.658696 3.629048 -0.9502 -0.1142 -1.3903 -0.883
C -3.784762 -5.323603 4.104004 -0.2919 -0.9247 -1.4632 -0.012
O -4.490686 -4.535649 5.026252 -0.9714 0.2581 0.0171 -0.356
C -5.895920 -4.813919 5.113265 0.0438 0.9153 -1.2639 -0.832
N -1.664670 -5.490492 2.707698 -0.3845 0.4877 0.6740 0.130
H -3.481493 -2.698429 3.542429 -0.4289 -0.0258 0.3867 -0.062
H -3.065981 -3.289255 1.946598 -0.2547 -0.4997 -0.0495 -0.474
H -1.828768 -2.779820 3.070515 -0.3426 0.1925 -0.3881 -0.978
H -1.854989 -4.416641 4.443016 0.5536 -0.1262 1.1450 0.634
H -3.566441 -6.285058 4.579826 0.0613 -0.2597 -0.1148 0.547
H -4.362931 -5.539206 3.129581 0.3584 0.3232 1.3565 -0.372
H -6.139049 -5.846143 5.299799 0.2000 -0.6604 -0.0710 0.397
H -6.466626 -4.451737 4.206764 0.7654 -0.5498 0.5163 0.176
H -6.328034 -4.241312 5.911355 0.2076 0.3498 0.6462 0.327
H -1.203088 -6.207549 3.244602 0.0542 -0.3183 -0.1046 0.365
H -2.151860 -5.907187 1.919125 -0.3730 0.0315 0.3304 -0.330
C 3.801728 4.793778 -3.962270 -1.2788 -0.3733 -0.9991 -1.517
C 3.148958 5.697020 -2.946746 0.6042 0.3192 1.5181 1.920
C 3.909287 7.041341 -2.675591 -0.7047 -1.3920 -2.6766 -1.098
O 5.169615 6.735202 -2.178759 0.0458 -0.1111 0.6037 -0.218
C 6.225542 7.577807 -2.546137 0.5573 -0.3830 -0.7786 -0.729
N 1.717795 5.965428 -3.127412 -0.0519 -0.9310 -0.3626 -0.701
H 3.827285 5.309529 -4.909553 0.1662 0.0810 -0.6354 0.453
H 3.216074 3.853263 -4.120673 0.2522 0.7438 0.2558 -0.005
H 4.795775 4.485821 -3.698675 0.5321 0.1375 0.3425 0.417
H 3.288506 5.137678 -2.018602 0.0272 0.0370 0.5498 -0.619
H 3.309176 7.538986 -1.976986 -0.7785 1.1260 1.3749 0.441
H 3.904909 7.674892 -3.618345 0.3145 -0.6980 0.8123 0.461
H 6.727712 7.088080 -3.407894 0.1956 0.3500 0.3971 0.238
H 6.932952 7.629894 -1.684919 -0.5346 0.3734 -0.7463 0.205
H 5.861956 8.544409 -2.943611 0.3074 -0.1324 0.6923 0.338
H 1.321115 6.278559 -2.236940 0.3810 0.2459 -0.0333 0.150
H 1.276435 5.033466 -3.179515 0.2170 0.4184 -0.3769 0.204
C 9.316992 0.853497 -4.477415 0.3889 -0.4422 1.1726 -1.580
C 8.031954 -0.021154 -4.393094 0.4476 0.3653 -0.5966 0.595
C 7.035505 0.592208 -3.431451 -0.0999 1.0500 0.9829 -1.125
O 5.802598 -0.032236 -3.500691 -1.2234 -1.0170 -0.6499 0.251
C 4.608621 0.700133 -3.727907 0.6914 0.7297 -1.0570 -0.820
N 7.382140 0.075727 -5.701213 -0.6020 -2.2388 -1.2046 -0.341
H 10.145808 0.364737 -5.036836 -0.6829 0.3210 0.2106 0.400
H 9.690811 1.041898 -3.457290 0.0716 -0.3877 -0.1594 0.394
H 9.159489 1.880307 -4.830864 -0.4062 -0.4552 -0.4685 0.331
H 8.258369 -1.102777 -4.152660 -0.0158 1.1269 0.1743 0.190
H 6.875803 1.655202 -3.678147 0.4984 -0.1166 -0.0243 0.383
H 7.300941 0.511072 -2.370231 0.7961 0.2176 -0.1028 0.402
H 3.961291 -0.044806 -4.142354 -0.8161 -0.2113 -0.0387 -0.201
H 4.658832 1.526271 -4.522265 0.4270 -0.9944 1.1087 -0.117
H 4.211620 1.100925 -2.800577 -0.0565 0.2022 0.1905 0.768
H 8.092832 -0.186128 -6.399370 -0.3406 0.3127 0.1901 0.272
H 6.669459 -0.715784 -5.810137 1.0259 1.6721 0.3598 -0.047
C 1.736863 -2.510077 -2.557937 1.6530 2.3181 -1.0533 -1.128
C 2.430969 -2.735671 -1.241558 1.1713 0.2251 2.1036 1.474
C 3.941692 -2.287766 -1.150354 -1.3240 -2.2969 -1.7959 1.010
O 4.763870 -3.207821 -1.901171 -1.8752 0.3495 0.2702 -0.468
C 6.127897 -2.947726 -1.849156 0.3443 0.9087 -1.6105 -0.519
N 1.714864 -1.814853 -0.297986 0.2210 -0.1562 0.3475 1.925
H 1.676587 -1.333853 -2.594500 -0.2403 -2.1525 -0.3953 -0.076
H 0.751906 -2.946408 -2.569703 -0.2732 -0.0768 0.0001 0.016
H 2.341834 -2.850277 -3.444332 -0.6529 0.1411 0.8710 0.438
H 2.339372 -3.796997 -0.910147 0.2159 0.4707 -0.2333 -0.169
H 4.254522 -2.245995 -0.143718 0.3008 -0.1021 1.3996 -0.369
H 3.993370 -1.308492 -1.541991 0.3017 1.3435 -0.7335 -0.703
H 6.314037 -1.852510 -2.004795 0.0535 -0.7646 0.3934 -0.037
H 6.543768 -3.442018 -2.769424 0.0337 0.1832 1.1581 0.283
H 6.527933 -3.317456 -0.914817 0.5978 -0.0678 0.2069 0.284
H 1.951657 -1.809661 0.716526 0.2657 -0.6025 -1.1194 -0.797
H 0.761997 -2.127264 -0.338663 -0.5928 0.2235 0.3058 -1.316
C -5.276769 0.628895 8.267855 -0.3779 -0.3027 0.9330 -0.581
O -5.910295 -0.079188 7.224978 -0.8254 0.2000 0.5300 -0.425
C -5.003144 -0.480413 6.236037 1.6545 0.8048 1.3015 0.392
C -5.666128 -1.056797 5.048776 -1.1937 -0.5019 -0.0032 0.293
N -4.972242 -0.640113 3.882657 0.1279 0.4154 -2.4245 0.237
C -5.676898 -1.054528 2.636235 0.3690 -0.8479 0.6757 -1.258
C -4.848920 -0.866993 1.380848 0.4283 1.4313 0.3067 -0.004
O -4.572164 0.567092 1.288539 -0.9631 -0.2046 -0.7094 0.797
C -5.610222 1.144802 0.480028 -0.1349 0.5883 1.5003 -1.219
H -4.690099 -0.087635 8.919272 -0.3913 0.8796 -0.5721 0.255
H -6.055192 1.144116 8.881743 0.4399 -0.7112 -0.4118 0.260
H -4.643179 1.441474 7.892556 0.2527 -0.2512 -0.1309 0.208
H -4.267659 -1.175041 6.693060 -0.0821 0.2227 -0.3192 0.328
H -4.476469 0.451264 5.951863 0.2316 -0.4286 -0.2492 -0.451
H -6.714910 -0.685100 5.088212 0.1359 -0.4286 -0.1095 0.280
H -5.631260 -2.161009 5.060696 -0.3624 0.4151 0.1577 -0.489
H -4.795391 0.368298 3.873211 -0.1113 -0.4294 0.2199 -0.264
H -6.643565 -0.567823 2.461601 -0.0863 0.2807 0.2979 0.737
H -5.938455 -2.107071 2.806163 0.1411 -0.0032 -0.3649 0.114
H -5.319744 -1.181778 0.445607 -0.2859 -0.1788 0.3502 0.248
H -3.863132 -1.288706 1.393923 0.3900 -0.6317 0.5072 -0.477
H -5.474971 0.778064 -0.510998 0.0547 0.2194 -1.1248 0.332
H -5.594353 2.255671 0.585939 0.2557 -0.8307 -0.3630 0.097
H -6.607432 0.807994 0.820448 0.3023 0.1353 -0.0343 0.351
C -2.478610 4.541392 0.222805 0.5344 -1.6125 -0.9954 0.918
O -2.690582 4.439434 -1.207613 0.1033 -0.2352 1.2942 -0.664
C -1.515414 4.743361 -1.915037 1.4347 -0.8411 1.0003 0.406
C -1.137402 6.199109 -1.844199 0.1294 1.1229 -0.1979 -1.229
N -0.142490 6.535539 -0.817760 0.3529 -1.2338 -0.6608 1.329
C -0.133794 7.913484 -0.532713 -2.2999 1.7178 0.0998 -1.153
C -1.434351 8.296466 0.272812 0.9745 0.1509 -0.4646 -0.750
O -1.234283 7.793655 1.583579 -1.2509 0.2924 0.0797 -0.207
C -2.301847 8.159424 2.497479 2.7260 -0.3106 0.9989 -0.779
H -2.264339 5.536897 0.504563 -0.1516 1.3671 0.4061 -0.272
H -1.527481 3.973648 0.558631 -1.5882 0.2644 -0.4857 -0.400
H -3.417379 4.181287 0.664421 0.5908 -0.0012 0.1952 0.048
H -1.673903 4.404537 -2.925401 -0.0409 0.0042 -0.4412 0.695
H -0.651225 4.127226 -1.470771 -1.0172 0.7988 -0.8383 -0.598
H -2.059634 6.814529 -1.754377 0.2288 -0.4866 0.0877 0.374
H -0.675958 6.564361 -2.767328 -0.1650 -0.3655 -0.2530 0.683
H -0.215396 6.011831 0.035531 -0.1090 -0.3076 0.3312 -0.666
H -0.072662 8.510249 -1.471216 -0.1331 -0.3974 0.4489 0.442
H 0.665418 8.242306 0.093542 0.8695 -0.1375 0.4465 0.436
H -2.359967 7.924124 -0.204116 0.3083 -0.1112 0.3111 0.205
H -1.522047 9.372149 0.309970 -0.0804 0.6534 0.0690 0.570
H -2.371702 9.240699 2.636058 -0.4307 0.1210 -0.6935 0.422
H -1.863717 7.853715 3.469898 -0.6402 -0.2706 -0.3731 0.029
H -3.217676 7.635595 2.308448 -0.5969 -0.0740 -0.2404 0.370
C 1.452918 5.658401 9.641253 0.3966 -0.6777 -0.9434 -0.737
O 1.594911 5.028408 8.365072 -0.3318 -0.8470 0.3708 -0.300
C 1.228552 5.835211 7.263891 -0.9289 0.5135 0.0085 -0.550
C 1.205775 5.020458 5.939359 0.8626 0.2553 0.8203 -0.332
N 0.501653 5.627938 4.850152 -1.0487 0.5646 -1.1491 0.126
C 0.063370 4.795600 3.698054 -0.1060 -0.1786 0.3975 -0.082
C 1.137645 4.360734 2.700924 -0.7376 1.0754 0.7683 1.059
O 1.521594 5.450099 1.902012 -0.6341 0.3657 -0.2212 -0.607
C 2.590838 5.184157 1.046852 0.9000 0.6914 0.2433 -0.067
H 1.661763 4.924165 10.405982 0.2940 -0.3355 0.0158 0.250
H 0.438897 5.961306 9.809538 -0.6921 0.5743 -0.0543 0.315
H 2.157352 6.476760 9.745738 0.0219 0.3971 0.0275 0.289
H 1.954578 6.644191 7.315449 -0.0968 0.5790 -0.7827 0.368
H 0.188885 6.234904 7.375723 0.6284 -0.0466 0.1440 0.271
H 0.672537 4.131885 6.213891 -0.0174 -0.8623 0.0086 0.249
H 2.245699 4.821022 5.680089 0.2253 -0.5835 0.0686 0.134
H 1.018886 6.391994 4.456911 0.2266 0.4876 0.0051 0.301
H -0.804285 5.239860 3.178414 0.4908 0.3057 0.1898 -0.142
H -0.332920 3.862527 4.069750 -0.0670 -0.3247 0.4725 -0.831
H 0.720955 3.545588 2.116610 0.2533 -0.4253 -0.2059 -0.408
H 1.981930 4.102060 3.317216 0.6788 -0.8783 0.0415 0.361
H 3.405526 4.702558 1.590553 0.1266 -0.3453 0.1221 0.465
H 3.002332 6.166409 0.766009 -0.2862 -0.3957 -0.4172 0.217
H 2.344745 4.566706 0.179366 -0.2204 0.1771 -0.0367 -0.350
C 1.007402 1.850040 -3.768254 -0.5215 -0.0787 -1.4748 -0.023
O 1.246617 2.749272 -2.741097 0.5574 0.2824 1.2374 0.211
C 1.807314 2.176425 -1.532483 -1.9690 0.2298 -0.1322 -0.434
C 0.646940 1.893132 -0.526922 2.0209 -0.2895 1.0100 2.291
N -0.095103 0.777106 -0.954585 -1.1546 -1.0574 -1.0929 1.671
C -1.385038 0.555858 -0.307658 0.2828 0.2424 -0.4340 -0.512
C -1.844846 -0.865639 -0.463163 -0.3284 -0.2019 -2.0573 0.104
O -1.320719 -1.763803 0.485678 0.2660 -0.8487 -0.4087 2.628
C -1.489578 -3.112146 0.004464 1.0610 -0.8722 1.8297 -0.518
H 1.830476 1.882302 -4.529396 -0.5046 0.0200 0.3611 -0.268
H 0.038002 2.170283 -4.268864 1.1085 -0.6357 0.4603 0.128
H 0.937039 0.823148 -3.393621 -0.2844 0.1095 -0.1631 -0.062
H 2.407318 2.967551 -1.088705 0.6440 -0.3353 -0.1830 -0.274
H 2.312290 1.222600 -1.806868 0.0731 0.7197 0.5590 -0.693
H 0.008472 2.744200 -0.374898 -0.1328 0.5231 -0.2250 -0.887
H 1.090291 1.674413 0.493674 -0.0225 0.4273 -0.6084 -0.299
H 0.496288 -0.033834 -0.862089 0.0936 -0.4427 0.0842 -1.251
H -2.123333 1.263715 -0.736956 0.2531 -0.4548 0.4185 -0.456
H -1.305765 0.737749 0.738847 -0.1305 0.4555 1.2545 -0.454
H -1.562178 -1.199671 -1.494828 0.1472 0.1389 0.5786 -0.405
H -2.934879 -0.943432 -0.494880 -0.1728 0.1745 0.3416 0.340
H -1.375852 -3.804280 0.928552 -0.6857 1.1017 -1.6464 -0.946
H -0.682179 -3.487466 -0.657119 -0.0764 0.6967 -0.0799 -0.030
H -2.417470 -3.187070 -0.562401 -0.3069 -0.3308 0.3472 0.300
C -12.177476 -7.637720 -1.371123 0.5825 1.0165 0.0268 -0.654
O -11.115768 -7.168880 -2.253365 -0.1271 -0.3575 1.2083 -0.332
C -10.206731 -6.298523 -1.557657 -0.4845 1.1532 -0.4316 -0.381
C -8.870223 -6.187851 -2.344244 -1.4455 0.0448 -1.3911 -0.719
N -7.804991 -5.538666 -1.647207 1.2757 1.4654 0.4994 0.092
C -7.731555 -4.039313 -1.761426 -2.5278 -1.2258 0.1207 -1.125
C -6.564666 -3.428519 -1.148701 2.4281 1.1509 0.8111 -0.351
O -6.532137 -3.313237 0.274432 -0.5660 -0.3977 -0.2240 -0.225
C -6.211584 -4.514197 0.946434 0.2574 0.3277 1.0647 0.000
H -12.683584 -8.488969 -1.823051 0.2673 0.0223 -0.1317 0.246
H -12.940451 -6.840078 -1.203108 0.5411 -0.3732 -0.1179 0.259
H -11.749783 -7.915707 -0.383336 -0.2660 0.0030 -0.5576 0.301
H -9.951449 -6.654556 -0.560253 -0.1135 -0.3395 0.1587 0.273
H -10.741671 -5.305249 -1.412818 0.8009 -0.8064 -0.1968 0.284
H -9.062586 -5.723657 -3.354381 -0.0258 -0.2575 0.7196 0.282
H -8.582106 -7.214046 -2.560095 0.0986 -0.1493 0.0671 0.354
H -6.898031 -5.882998 -1.976800 -0.5292 -0.0146 0.1277 0.061
H -8.599120 -3.582707 -1.240653 0.1328 -0.4619 -0.2991 0.352
H -7.797744 -3.694185 -2.795774 0.0507 -0.1585 -0.3021 0.486
H -6.458766 -2.389316 -1.507099 -0.2627 -0.3127 0.0810 0.354
H -5.628036 -3.906849 -1.469230 0.0297 -0.2483 -0.0759 0.290
H -6.172405 -4.315259 2.033274 0.0306 0.2533 -0.5214 -0.484
H -5.231097 -4.870615 0.661304 0.5048 -0.1779 -0.2459 0.056
H -6.911592 -5.323407 0.832602 -0.5633 -0.2068 -0.4738 0.487
C -3.308984 6.127308 5.865785 -0.9417 0.3803 0.2244 -0.950
O -3.549489 5.390032 4.689333 0.6377 0.0524 -0.1405 0.032
C -4.281950 4.227646 4.973786 -0.9086 -0.2569 -0.6338 -1.087
C -4.781611 3.528726 3.673110 0.9066 0.6496 0.2776 -0.528
N -3.996863 2.313381 3.549915 -1.4775 -0.4863 0.2801 1.256
C -2.573189 2.421424 3.507602 0.7592 -0.2372 -0.6834 -0.108
C -1.867617 1.045984 3.585626 -0.7278 0.4389 1.1620 0.626
O -0.530110 1.234558 3.156374 -0.4288 0.9600 -0.2086 0.030
C 0.113829 0.018581 3.182425 -0.2481 -1.8239 0.7429 -0.445
H -2.617421 6.946272 5.700014 0.0461 -0.0177 -0.3910 0.222
H -2.913379 5.528110 6.675262 0.2971 -0.4723 0.1799 0.338
H -4.277363 6.528408 6.225086 0.3256 0.0655 -0.0197 0.376
H -5.150007 4.494890 5.554755 -0.4891 0.2187 0.5258 0.532
H -3.696357 3.500035 5.570756 -0.2189 0.3294 -0.1946 0.402
H -4.647237 4.209063 2.782083 -0.0331 -0.2217 0.8201 0.059
H -5.869774 3.263934 3.703364 0.9322 0.1681 0.2201 0.524
H -4.414745 1.805932 2.795172 0.6053 -0.5765 -0.6704 -0.100
H -2.283608 3.038066 4.371228 0.3028 -0.0973 -0.5746 0.184
H -2.202738 2.864160 2.549433 -0.0923 0.1653 0.6353 -1.008
H -2.351178 0.328617 2.906482 -0.1065 0.0217 0.2235 -0.519
H -1.935480 0.635218 4.666052 0.2560 0.4290 -1.5451 0.263
H 0.379727 -0.217794 4.210513 -0.3556 -0.4968 0.4703 0.585
H 1.064871 -0.058834 2.714135 0.7990 0.8223 -1.0737 -0.402
H -0.526915 -0.771357 2.734736 0.3156 0.2161 0.3267 0.034
C 3.979890 -1.653049 -6.320314 -0.9999 0.2459 -0.9414 -0.843
O 4.521758 -0.379315 -6.639996 -0.5893 -0.4285 -0.2849 0.033
C 3.964071 0.130705 -7.861189 0.5618 0.8990 -0.0509 -0.870
C 4.319408 1.644628 -7.858062 -0.7769 -1.3386 0.1069 -0.249
N 5.726051 1.737341 -7.871207 1.2283 -0.2109 -0.0931 -0.241
C 6.286713 3.094102 -7.901241 -1.2987 -0.8363 2.1021 -0.459
C 7.685339 2.929906 -8.293086 2.0312 1.0308 0.7060 -0.267
O 8.396438 4.152653 -7.996641 0.0795 -0.5788 -0.5313 -0.326
C 9.700959 4.146155 -8.556227 0.0320 1.0624 0.6763 -0.723
H 4.165617 -2.323878 -7.152074 0.5438 -0.5397 -0.0996 0.494
H 2.850116 -1.625991 -6.348491 0.8734 0.1918 0.7809 0.328
H 4.412561 -2.039395 -5.391194 -0.2448 0.2478 -0.1524 0.038
H 2.879102 -0.015641 -7.851047 -0.0130 -0.0342 -0.0751 0.471
H 4.420409 -0.350562 -8.767450 -0.3395 0.1719 0.7803 0.311
H 3.957759 2.032497 -6.905692 -0.8094 0.3991 0.0587 -0.081
H 3.878590 2.151706 -8.722418 -0.1072 -0.0019 0.1904 0.509
H 6.064933 1.149177 -7.087371 0.2878 0.9362 -0.5335 0.335
H 6.219197 3.630208 -6.911974 0.1843 -0.4942 -0.5061 0.027
H 5.695104 3.708924 -8.549898 -0.1576 0.2446 -0.7992 0.509
H 7.787731 2.633749 -9.318821 0.0190 0.0758 -0.8662 0.309
H 8.173547 2.144138 -7.706766 -0.2299 -0.1842 0.1255 0.061
H 10.229765 3.196882 -8.375199 -0.0541 0.2475 0.1045 0.294
H 10.248640 5.018858 -8.094634 -0.4207 -1.0761 -0.4179 0.224
H 9.648295 4.328050 -9.628499 0.0676 -0.1024 -0.2612 0.295
C 3.320549 -6.822554 -1.427168 0.6869 -0.1934 -0.7957 -0.646
O 2.078032 -6.810683 -0.779524 -0.5610 -0.2149 0.4685 -0.089
C 0.973628 -7.623770 -1.195737 -0.1286 -0.8012 1.1130 -0.714
C 0.059536 -7.606392 0.064812 -1.3029 1.1256 -0.2589 0.035
N -1.338531 -8.067358 -0.115265 1.6764 -0.5519 0.0452 -0.429
C -2.130423 -7.124337 -0.834507 -1.0928 0.2104 -0.3902 0.099
C -3.579300 -7.591324 -0.595171 0.4490 -0.0233 0.4535 -0.826
O -3.804960 -7.302456 0.806982 -0.5247 -1.3765 0.4916 0.200
C -4.699503 -8.150617 1.589669 1.2229 -0.4796 0.2708 -0.895
H 3.819711 -5.825576 -1.266864 -0.5891 -0.9390 -0.1974 0.044
H 3.191783 -7.002608 -2.521556 0.2172 0.2375 0.5830 0.355
H 3.998496 -7.619421 -1.028738 -0.5122 0.4555 -0.2194 0.264
H 1.154619 -8.723018 -1.389163 0.5458 1.1418 -0.1214 0.259
H 0.498058 -7.168605 -2.080655 0.0352 -0.2065 0.2624 0.377
H -0.032256 -6.551186 0.378972 0.5299 -0.0189 0.0234 -0.304
H 0.444287 -8.149840 0.921572 0.6016 -0.2209 -0.2618 0.402
H -1.739537 -8.182182 0.803940 -0.0104 -0.0587 0.1503 0.270
H -1.814965 -7.211568 -1.894269 -0.5596 0.5476 0.4092 0.544
H -2.039667 -6.089778 -0.430147 0.1693 -0.1860 -0.4823 -0.354
H -3.512266 -8.659259 -0.870773 -0.6720 0.1574 0.5664 0.414
H -4.386810 -7.092910 -1.118363 0.1296 0.1554 -0.6158 0.171
H -5.743269 -8.081763 1.296568 -0.1560 0.5155 -0.0222 0.322
H -4.518519 -7.875170 2.657055 -0.4527 0.1411 -0.9274 0.199
H -4.478521 -9.251199 1.570682 0.3385 0.8443 -0.4975 0.329